Formula: C25H26BrNO4S
Source: the OMol25 dataset
Level of theory: ωB97M-V with the def2-TZVPD basis set

Values from the calculation:
Orbital gap = 9.01 eV
Charge = 0
HOMO energy = -0.31013 Eh
SMILES string = C=C[C@H](COCc1ccccc1)N(Cc1ccc(OC)cc1)S(=O)(=O)c1ccccc1Br
E = -4296.10077 a.u.

```
58
Properties=species:S:1:pos:R:3:forces:R:3
C 0.64800 0.63505 3.86898 -0.03 0.04 0.15
C 0.12475 1.47425 2.99554 -0.02 0.11 -0.03
C 0.44888 1.43604 1.52849 0.48 0.02 0.06
N -0.53065 0.63330 0.79498 0.11 -0.91 0.04
S -0.31290 -1.02313 0.97957 -0.06 -0.37 -0.30
O 1.06924 -1.29372 1.23973 0.17 0.25 0.03
O -1.28482 -1.56693 1.88348 -0.35 0.06 -0.09
C -0.66588 -1.70050 -0.64932 0.22 0.21 0.43
C 0.07300 -1.31185 -1.74953 0.16 0.01 -0.22
C -0.14896 -1.89381 -2.98911 0.10 0.09 0.18
C -1.11378 -2.87899 -3.11058 -0.03 -0.06 0.05
C -1.84867 -3.28323 -2.00700 0.12 0.00 0.01
C -1.61746 -2.69533 -0.77482 -0.02 -0.06 0.10
H -2.16022 -2.98765 0.10953 -0.13 -0.07 0.05
H -2.59729 -4.05329 -2.10511 -0.09 -0.07 0.00
H -1.28571 -3.33780 -4.07276 -0.02 -0.04 -0.09
H 0.43461 -1.57758 -3.84001 0.04 0.03 -0.05
Br 1.38136 0.02635 -1.57537 0.39 0.19 -0.56
C -1.93144 1.00882 0.92611 -0.42 -0.05 0.04
C -2.69587 0.44102 -0.23537 -0.34 0.21 -0.08
C -2.34026 0.78473 -1.53166 -0.22 0.01 0.22
C -2.96741 0.21382 -2.62452 -0.10 -0.04 -0.24
C -3.98137 -0.71771 -2.42960 -0.03 0.01 0.27
C -4.36703 -1.03914 -1.12739 -0.11 0.03 -0.24
C -3.72833 -0.46924 -0.04692 -0.02 0.23 -0.11
H -4.01799 -0.74452 0.95553 -0.01 -0.07 0.14
H -5.16477 -1.75190 -0.99210 -0.10 -0.12 0.02
O -4.64284 -1.36920 -3.42408 -0.04 -0.06 0.31
C -4.29161 -1.09276 -4.75876 0.05 0.04 -0.19
H -4.47899 -0.04541 -5.01530 0.02 -0.03 0.01
H -4.92907 -1.73089 -5.36860 0.07 0.06 -0.01
H -3.24182 -1.33337 -4.95493 -0.03 0.03 0.01
H -2.65401 0.49922 -3.61609 0.02 -0.01 -0.12
H -1.54753 1.50098 -1.69174 0.15 0.04 -0.03
H -1.98557 2.10027 0.92005 0.07 -0.03 0.05
H -2.34448 0.62905 1.86828 -0.05 0.23 -0.06
H 1.39591 0.91059 1.38485 -0.10 0.22 0.04
C 0.57346 2.83808 0.89444 -0.38 -0.20 -0.07
O 1.88581 3.31189 0.77136 0.33 0.00 -0.05
C 2.58822 3.51360 1.98146 0.14 0.26 0.03
C 3.32275 2.29189 2.48077 -0.01 0.01 -0.08
C 3.82188 1.36369 1.57554 0.01 0.12 0.06
C 4.48880 0.23898 2.02533 0.04 -0.05 -0.05
C 4.68041 0.04200 3.38243 0.04 -0.10 0.06
C 4.20278 0.97401 4.28776 0.05 0.03 0.10
C 3.52183 2.09227 3.83922 0.09 0.08 -0.12
H 3.13875 2.81255 4.54859 -0.09 0.05 0.07
H 4.35170 0.82552 5.34750 0.01 -0.02 0.08
H 5.19991 -0.83693 3.73486 0.03 -0.07 0.02
H 4.85688 -0.48511 1.31444 0.03 -0.08 -0.06
H 3.66791 1.52588 0.51858 -0.03 -0.02 -0.09
H 1.91191 3.89233 2.76096 0.05 -0.01 -0.04
H 3.32150 4.29825 1.75411 -0.14 -0.06 0.12
H -0.03146 3.56017 1.46850 0.04 -0.05 -0.09
H 0.20328 2.80008 -0.13316 -0.10 -0.03 0.10
H -0.60964 2.21032 3.30156 -0.09 0.08 0.13
H 0.37551 0.65373 4.91097 -0.10 0.04 0.19
H 1.36669 -0.10798 3.56828 0.20 -0.15 -0.10
```
Positions in Å, forces in eV/Å.



Formula: C29H39CuN3O2SiV
Source: the OMol25 dataset
Level of theory: ωB97M-V with the def2-TZVPD basis set

Values from the calculation:
Orbital gap (spin up / spin down) = 4.48 / 4.48 eV
Charge = +2
HOMO energy (spin up / spin down) = -0.50487 / -0.50487 Eh
ΔE to the lowest compared entry with this formula, charge and spin = 84.5 kJ/mol
E = -4316.55488 a.u.

```
76
Properties=species:S:1:pos:R:3:forces:R:3
N 1.53022 -1.20465 1.56768 2.35 0.64 3.24
C 1.99230 -0.70209 2.63712 -5.18 0.53 6.53
O 1.94615 -0.40087 3.82540 1.22 -0.90 -5.10
Cu 3.39795 -0.95959 1.55147 3.34 -0.26 -2.27
V 0.24223 -1.20243 0.35735 -4.06 2.53 -4.74
N -1.48435 -1.90137 0.88568 3.38 1.44 -0.34
N 0.87389 -2.21364 -1.08735 -0.97 1.74 1.31
C -1.68306 -3.30729 1.24857 0.61 0.89 -0.31
C 2.14696 -2.92382 -1.27289 0.28 -0.30 -0.63
C -3.04624 -3.53289 1.78357 -1.52 0.50 0.42
C -1.54345 -4.16020 0.00491 0.70 -0.38 -0.61
C -0.67059 -3.60298 2.34498 0.35 -0.34 0.15
C 3.22995 -1.89375 -1.54032 0.48 -0.08 0.02
C 2.07272 -3.78113 -2.52188 -0.27 -0.79 -0.82
C 2.43853 -3.84456 -0.08682 0.15 0.05 -0.47
H -3.36431 -2.89799 2.58587 0.45 0.61 0.84
H -3.08624 -4.51874 2.18079 -0.19 -0.97 0.10
H -3.85458 -3.37053 1.08659 -0.01 -0.46 -0.67
H -2.31250 -3.97229 -0.78034 0.17 -0.45 0.97
H -1.48922 -5.17078 0.40759 -0.53 -0.34 -0.65
H -0.59449 -4.00259 -0.51265 0.10 0.05 0.22
H 0.36402 -3.48183 2.01869 0.09 0.07 -0.25
H -0.75748 -4.66225 2.57813 0.00 0.01 0.47
H -0.80086 -2.95908 3.24187 -0.20 -0.55 -0.56
H 3.02766 -1.29485 -2.44549 0.07 -0.08 0.60
H 4.19357 -2.39002 -1.66876 -0.03 0.02 -0.08
H 3.32487 -1.23457 -0.66738 0.07 0.49 0.09
H 1.99190 -3.23838 -3.46937 -0.21 0.18 0.33
H 1.25516 -4.50094 -2.46034 -0.10 0.05 -0.03
H 2.97358 -4.37369 -2.65824 0.22 -0.02 0.34
H 3.39345 -4.35536 -0.29640 -0.39 0.13 0.28
H 1.63268 -4.60652 -0.04179 0.54 0.47 0.41
H 2.53255 -3.25073 0.83859 -0.13 -0.64 -0.16
C -2.58198 -1.21344 0.30009 -0.90 0.99 -0.23
H -2.41275 -0.16850 0.10137 0.57 0.63 0.34
H -2.80529 -1.56065 -0.71507 -0.57 -0.69 0.31
H -3.40545 -1.21818 1.02992 -0.13 -0.25 -0.69
C 0.17882 -1.72169 -2.29450 -0.51 0.03 -0.55
H -0.59364 -0.97652 -2.02470 0.43 -0.05 -0.07
H 0.82820 -1.31412 -3.09532 -0.01 0.21 0.88
H -0.37881 -2.50310 -2.82785 0.09 -0.29 0.54
O 0.08804 0.60079 -0.08365 0.49 -6.76 0.95
Si -0.13917 2.20017 -0.04254 -0.65 3.10 0.11
C -1.94590 2.56584 -0.26428 0.18 0.13 -0.23
C -2.63940 2.10613 -1.39114 -0.58 0.06 0.21
C -3.99919 2.39556 -1.54869 0.26 -0.24 -0.05
C -4.66925 3.17155 -0.59967 0.13 -0.32 0.14
C -3.96963 3.66669 0.50209 -0.04 -0.06 -0.14
C -2.60749 3.38924 0.65399 -0.49 -0.03 0.08
C 0.36903 2.85530 1.62361 0.38 -0.29 -0.43
C 1.25295 3.93716 1.70231 0.19 -0.12 0.28
C 1.73529 4.34223 2.94590 0.17 0.25 -0.03
C 1.33444 3.67599 4.10138 0.30 0.01 0.31
C 0.44475 2.60768 4.02648 -0.34 -0.36 0.40
C -0.04841 2.20803 2.78985 0.28 -0.05 0.00
C 0.89611 2.89353 -1.41208 -0.12 0.12 0.09
C 0.38997 3.94010 -2.19493 0.17 -0.01 -0.22
C 1.16275 4.49065 -3.21633 0.35 0.08 -0.25
C 2.46134 4.02473 -3.44634 -0.36 -0.58 0.34
C 2.97271 2.99087 -2.64965 0.00 0.04 -0.10
C 2.19859 2.43371 -1.63521 -0.04 0.25 -0.31
H -2.11897 1.50927 -2.14161 -0.14 0.08 0.06
H -4.53737 1.96912 -2.39422 0.08 0.25 0.12
H -5.74554 3.33400 -0.69757 0.41 0.08 0.01
H -4.50084 4.24217 1.25826 0.19 -0.01 -0.20
H -2.07782 3.81584 1.50612 -0.11 -0.20 -0.18
H 1.60415 4.43267 0.79488 -0.14 -0.11 0.25
H 2.45545 5.16614 3.00774 -0.36 -0.32 0.02
H 1.75820 3.96242 5.07239 -0.28 -0.06 -0.45
H 0.13189 2.06365 4.93231 0.22 0.43 -0.45
H -0.73725 1.36249 2.70613 0.06 0.18 0.19
H -0.61765 4.32327 -2.02504 0.23 -0.15 -0.03
H 0.76129 5.27253 -3.86458 0.06 -0.20 0.31
H 3.05941 4.39769 -4.27103 -0.10 0.13 0.15
H 3.97139 2.60652 -2.84544 -0.12 0.13 0.06
H 2.60403 1.63484 -1.00819 -0.02 0.12 -0.18
```
Positions in Å, forces in eV/Å.



> What is the E in the second record?

-4316.55488 a.u.



> Which value of charge does entry 2 give?

+2



> Which of these has the lowest E?

C29H39CuN3O2SiV